No. 1
{
  "formula": "C6H10",
  "method": "ωB97M-V/def2-TZVPD",
  "symbols": ["C", "C", "C", "C", "C", "C", "H", "H", "H", "H", "H", "H", "H", "H", "H", "H"],
  "xyz": [[-1.90120, -0.99537, 1.00963], [-1.71474, -0.07904, 0.10134], [-1.24347, 0.65419, -0.86749], [0.16479, 0.28701, -1.33512], [1.10291, -0.33268, -0.28488], [1.38784, 0.55551, 0.92804], [-2.21226, -1.98903, 0.70095], [-1.70208, -0.80884, 2.06028], [-1.84346, 1.43306, -1.34649], [0.66757, 1.17102, -1.74100], [0.08710, -0.43823, -2.15928], [2.03791, -0.50590, -0.82868], [0.75934, -1.32223, 0.04682], [0.59764, 0.50989, 1.68508], [2.32475, 0.25897, 1.41243], [1.48736, 1.60167, 0.61837]],
  "lowdin_charge": [-0.0034, -0.1367, -0.1028, -0.2141, -0.2768, -0.1096, 0.0629, 0.0594, 0.1031, 0.1043, 0.1093, 0.1005, 0.1003, 0.0602, 0.0685, 0.0749],
  "e_lumo_ev": 1.1,
  "de_lowest_kcal_mol": 36.4,
  "total_charge": 0,
  "smiles": "C=C=CCCC"
}

No. 2
{
  "formula": "C3H7BNO3",
  "method": "ωB97M-V/def2-TZVPD",
  "symbols": ["C", "B", "O", "N", "C", "C", "O", "O", "H", "H", "H", "H", "H", "H", "H"],
  "xyz": [[-1.61508, 0.10524, -0.25159], [-0.08808, 0.44764, -0.03275], [0.44080, 1.60865, -0.56734], [0.68057, -0.47394, 0.66290], [2.17670, -0.35711, 1.00306], [2.74134, -1.82076, 1.40872], [1.86460, -2.68407, 1.40252], [3.93162, -1.77805, 1.77047], [-2.09075, 0.46112, -1.16756], [-2.26315, 0.62380, 0.49145], [-1.81991, -0.94349, -0.08422], [-0.13116, 2.38609, -0.71916], [0.41247, -1.34656, 1.04234], [2.66778, 0.02231, 0.01851], [2.51437, 0.30498, 1.72221]],
  "lowdin_charge": [-0.0325, -0.7048, 0.0941, 0.1228, -0.0781, -0.7367, -0.0634, -0.0873, 0.0402, 0.0542, 0.0437, 0.0936, 0.0715, 0.1244, 0.0584],
  "e_lumo_ev": 3.0,
  "de_lowest_kcal_mol": 0.0,
  "total_charge": -1,
  "smiles": "CB(O)NCC(=O)[O-]"
}

No. 3
{
  "formula": "C3H5N5",
  "method": "ωB97M-V/def2-TZVPD",
  "symbols": ["H", "N", "C", "N", "C", "N", "N", "C", "N", "H", "H", "H", "H"],
  "xyz": [[-0.31877, -0.47296, 2.78767], [-0.01627, -1.06459, 2.11614], [-0.05984, -0.43573, 1.06616], [-0.26828, 0.87022, 0.69769], [-0.20950, 0.98466, -0.68778], [-0.38175, 1.96856, -1.49839], [0.01030, -0.21714, -1.16986], [0.44226, -1.06112, -0.17135], [1.06055, -2.19581, -0.13594], [1.53141, -2.37620, -1.05094], [-0.50977, 1.52331, 1.55316], [-0.98935, 2.83676, -1.15810], [-0.29100, -0.35997, -2.34844]],
  "lowdin_charge": [0.0107, 0.2074, -0.4290, 0.1469, -0.5822, 0.0844, 0.1019, -0.3693, 0.1581, 0.0640, 0.2202, 0.0934, 0.2935],
  "e_lumo_ev": 0.5,
  "de_lowest_kcal_mol": 60.9,
  "total_charge": 0,
  "smiles": "[H]/N=C1\\NC(=N)N\\C1=N/[H]"
}

No. 4
{
  "formula": "CH5BrN2",
  "method": "ωB97M-V/def2-TZVPD",
  "symbols": ["C", "N", "N", "Br", "H", "H", "H", "H", "H"],
  "xyz": [[-0.25044, -1.16317, 0.15234], [0.41874, 1.49703, 0.11189], [0.96804, 0.49888, 0.77583], [2.71024, -0.13125, 0.05162], [-1.22788, -0.64166, 0.17264], [0.33289, -1.24274, -0.65316], [-0.21560, -1.96983, 0.87554], [0.60120, 2.38882, 0.38267], [0.08800, 1.42596, -0.82996]],
  "lowdin_charge": [0.1044, -0.1345, -0.4917, 0.3732, 0.0501, -0.0680, 0.0366, 0.0476, 0.0821],
  "e_lumo_ev": [-0.3, -0.3],
  "de_lowest_kcal_mol": 62.1,
  "total_charge": 0
}

No. 5
{
  "formula": "C5H12IO2P",
  "method": "ωB97M-V/def2-TZVPD",
  "symbols": ["C", "C", "C", "C", "C", "O", "O", "P", "I", "H", "H", "H", "H", "H", "H", "H", "H", "H", "H", "H", "H"],
  "xyz": [[0.81267, 2.41977, -1.02241], [-1.52600, 1.05441, -0.70851], [0.57365, 0.13797, -0.07389], [0.03544, -0.74091, 1.02368], [-0.16364, 1.54773, -0.16560], [1.85923, -4.09150, 1.20319], [0.95628, -1.82375, 1.21423], [0.79637, -3.27812, 0.67943], [-2.53163, -3.58422, 1.88226], [0.85674, 2.03880, -1.98803], [1.80492, 2.41048, -0.72377], [0.49619, 3.44795, -0.86252], [-2.21584, 0.94498, 0.17000], [-1.50064, 0.16630, -1.16299], [-1.80359, 1.80544, -1.42416], [1.58532, 0.45377, 0.19602], [0.58963, -0.45152, -0.93979], [-0.15920, -0.30324, 1.94565], [-0.88100, -1.11316, 0.80523], [-0.04360, 2.12140, 0.78383], [0.45869, -3.16259, -0.83185]],
  "lowdin_charge": [-0.0733, -0.0516, -0.1692, -0.2562, -0.3360, -0.3168, -0.2948, 0.6411, -0.1065, 0.0590, 0.0467, 0.0821, 0.1087, 0.0247, 0.0750, 0.1161, 0.0964, 0.1190, 0.0101, 0.1433, 0.0823],
  "e_lumo_ev": [-1.9, -2.8],
  "de_lowest_kcal_mol": 36.5,
  "total_charge": 0
}

No. 6
{
  "formula": "C3H7NO",
  "method": "ωB97M-V/def2-TZVPD",
  "symbols": ["O", "C", "C", "C", "N", "H", "H", "H", "H", "H", "H", "H"],
  "xyz": [[-1.95949, 0.43931, -0.01034], [-0.94970, -0.61749, -0.25484], [0.34286, -0.19441, 0.45853], [1.18018, 0.83210, -0.17457], [1.63445, -0.52976, -0.16015], [-2.28821, 0.34151, 0.88608], [-0.81896, -0.69801, -1.36304], [-1.39609, -1.52526, 0.16402], [0.37831, -0.07911, 1.49002], [1.71289, 1.56718, 0.43492], [0.84242, 1.14296, -1.13061], [2.36441, -0.67665, 0.54771]],
  "lowdin_charge": [-0.0987, -0.1621, -0.3045, -0.1734, 0.0110, 0.0685, 0.1337, 0.1085, 0.1118, 0.1134, 0.0943, 0.0973],
  "e_lumo_ev": 1.0,
  "de_lowest_kcal_mol": 55.2,
  "total_charge": 0,
  "smiles": "OC[C@@H]1CN1"
}

No. 7
{
  "formula": "C16H14N4NiO3S",
  "method": "ωB97M-V/def2-TZVPD",
  "symbols": ["Ni", "O", "C", "O", "C", "O", "N", "C", "C", "H", "H", "H", "H", "C", "C", "H", "H", "H", "N", "C", "C", "C", "C", "C", "C", "N", "C", "C", "C", "S", "C", "N", "H", "H", "H", "H", "H", "H", "H"],
  "xyz": [[-0.73451, 0.29747, 0.39868], [-0.13756, 0.97208, -1.63008], [-0.19238, 0.64105, -2.84355], [2.25998, -0.92594, -1.81115], [1.55727, -1.22672, -2.76306], [1.72677, -2.34583, -3.54197], [0.43234, -0.51098, -3.33281], [1.14463, -2.11704, -4.84896], [0.28944, -0.89845, -4.73412], [0.56390, -2.99712, -5.13207], [1.95026, -1.94365, -5.57208], [-0.74710, -1.08966, -5.00776], [0.66841, -0.07920, -5.34565], [-0.95299, 1.45441, -3.77262], [-1.43142, 2.64909, -3.42431], [-1.12737, 1.07992, -4.78560], [-1.28146, 3.01308, -2.40583], [-2.00965, 3.28493, -4.10526], [0.24849, -2.22243, 3.24528], [1.21557, -1.29703, 3.66692], [1.96554, -1.22247, 4.83277], [2.75384, -0.06872, 5.01645], [2.78114, 0.95198, 4.04607], [1.99000, 0.87391, 2.88920], [1.15871, -0.23608, 2.74562], [0.10624, -0.49147, 1.85411], [-0.37982, -1.73463, 2.14659], [-1.33321, -2.23302, 1.22712], [-1.98595, -3.42999, 1.03293], [-2.89619, -3.38783, -0.45713], [-2.33556, -1.79089, -0.79096], [-1.56712, -1.29892, 0.20722], [-0.00966, -3.09532, 3.71482], [1.91330, -2.02497, 5.58021], [3.35441, 0.05161, 5.91991], [3.42219, 1.81971, 4.19895], [1.98904, 1.62140, 2.09735], [-1.99044, -4.23418, 1.76066], [-2.55741, -1.24672, -1.69928]],
  "lowdin_charge": [0.9956, -0.0324, -0.3546, 0.1525, -0.4010, 0.0609, 0.0827, -0.0931, -0.1158, 0.1402, 0.1465, 0.1367, 0.1417, -0.0683, 0.1304, 0.1111, 0.0871, 0.1023, 0.2180, -0.1577, 0.0197, -0.0286, -0.0332, 0.0069, -0.1879, 0.0417, -0.2028, -0.2713, -0.2338, 1.1495, -0.3347, -0.1112, 0.1980, 0.1321, 0.1253, 0.1235, 0.1185, 0.1063, 0.0994],
  "e_lumo_ev": [-7.1, -8.4],
  "spin_multiplicity": 3,
  "total_charge": 2
}

In order of appearance, max |F| = 0.008; 0.095; 0.129; 0.109; 0.115; 0.039; 0.087 hartree/bohr.